# 1
Computed, not measured: a gas-phase ion, C12H16N3 (charge +1) at a distorted geometry, with ωB97M-V/def2-TZVPD.

Last column: Löwdin charge in e.
CARTESIAN COORDINATES (ANGSTROEM)
C: 0.7496 0.4630 4.6573  -0.061
N: 0.0519 0.7929 3.4133  0.047
C: 0.4079 1.6836 2.4681  -0.404
N: 1.0007 2.8032 2.7676  0.233
N: -0.0365 1.3621 1.2535  0.101
C: -0.4806 0.1042 0.7298  -0.072
C: -0.3093 -0.1214 -0.6000  -0.099
C: -0.7372 -1.5559 -0.9987  -0.091
C: -0.2990 -1.7459 -2.4569  -0.199
C: -0.2571 -2.9308 -3.1347  -0.012
C: 0.0562 -2.8276 -4.5095  -0.010
C: 0.4673 -1.5589 -5.1228  -0.023
C: 0.3910 -0.4055 -4.3661  -0.024
C: 0.0402 -0.5369 -3.0223  -0.186
C: -0.1299 0.6433 -2.0626  -0.015
H: 1.5932 -0.2519 4.6608  0.088
H: 1.1919 1.3498 5.1431  0.080
H: 0.1282 -0.0980 5.4668  0.127
H: -0.6286 0.0888 3.1651  0.132
H: 1.1137 3.3299 3.5952  0.128
H: 1.4825 3.2293 1.9624  0.154
H: -0.2286 2.0609 0.5152  0.180
H: -0.6956 -0.8300 1.2892  0.125
H: -1.7408 -1.8268 -0.9905  0.100
H: -0.1827 -2.2306 -0.1897  0.159
H: -0.3853 -3.8604 -2.7008  0.095
H: 0.0610 -3.7013 -5.0076  0.058
H: 0.8061 -1.6327 -6.1131  0.087
H: 0.7180 0.4416 -4.8177  0.082
H: -1.0396 1.2052 -2.2128  0.115
H: 0.7539 1.2577 -2.0127  0.102

Results
E_tot   -17165.8146 eV
Net charge   +1
Energy above the lowest of the compared OMol25 structures with the same formula, charge and spin   2.233 eV
Max |F|   4.6 eV/Å
HOMO-LUMO gap   8.420 eV
SMILES   CN/C(N)=[NH+]\C=C1Cc2ccccc2C1
LUMO   -2.8671 eV

---

# 2
Computed, not measured: a molecular structure, H14NaO7 at a distorted geometry, with ωB97M-V/def2-TZVPD.

Last column: Löwdin charge in e.
CARTESIAN COORDINATES (ANGSTROEM)
Na: -0.5420 0.3120 -0.1336  0.427
O: 1.4942 -2.3780 0.8701  -0.036
H: 1.6103 -1.5299 0.4417  -0.009
H: 2.3115 -2.5195 1.3478  0.077
O: -3.0920 0.5836 0.6810  -0.018
H: -3.7567 -0.0520 0.9463  0.054
H: -3.5913 1.3547 0.4119  0.054
O: 2.2936 -0.1922 -0.7329  -0.011
H: 2.7917 -0.6416 -1.4156  0.077
H: 2.7575 0.6349 -0.6024  0.065
O: 0.1508 0.5938 2.1532  -0.022
H: 1.0747 0.4225 2.3357  0.056
H: -0.3202 0.1377 2.8505  0.070
O: 0.0257 2.6878 -0.4125  -0.017
H: 0.9655 2.8231 -0.5335  0.055
H: -0.2724 3.4722 0.0481  0.069
O: -0.8226 -2.0978 -0.1648  -0.037
H: -0.0458 -2.4411 0.2767  -0.016
H: -1.5220 -2.7072 0.0716  0.065
O: -0.6365 0.5213 -2.4460  -0.030
H: -0.4451 -0.2489 -2.9812  0.066
H: -0.4289 1.2646 -3.0121  0.063

Results
E_tot   -18973.3801 eV
Net charge   +1
Energy above the lowest of the compared OMol25 structures with the same formula, charge and spin   0.132 eV
Max |F|   1.0 eV/Å
HOMO-LUMO gap   11.444 eV
LUMO   -3.1951 eV

---

# 3
Computed, not measured: a gas-phase ion, C5H12NO (charge +1) at a distorted geometry, with ωB97M-V/def2-TZVPD.

Last column: Löwdin charge in e.
CARTESIAN COORDINATES (ANGSTROEM)
C: 1.4486 1.0839 -0.2070  -0.043
C: 0.5444 -0.0243 -0.6994  -0.333
C: 1.0932 -1.4031 -0.3987  -0.056
C: -0.9184 0.0632 -0.0781  -0.477
N: -0.7938 -0.3894 1.4543  0.250
C: -1.9594 0.9614 -0.5850  0.057
O: -1.9911 -0.4979 -0.5525  0.072
H: 1.5934 0.9876 0.8885  0.091
H: 1.2384 2.0009 -0.6200  0.061
H: 2.4926 0.9207 -0.5224  0.109
H: 0.4114 0.0445 -1.8561  0.191
H: 1.4855 -1.4244 0.7106  0.122
H: 1.8549 -1.5956 -1.0285  0.050
H: 0.3699 -2.2152 -0.4344  0.094
H: -1.4210 0.2243 2.1217  0.219
H: 0.2499 -0.2515 1.7935  0.184
H: -1.1405 -1.3262 1.2622  0.153
H: -2.4806 1.5141 0.2807  0.155
H: -2.0774 1.3269 -1.5295  0.102

Results
E_tot   -8907.8362 eV
Net charge   +1
Energy above the lowest of the compared OMol25 structures with the same formula, charge and spin   2.793 eV
Max |F|   5.4 eV/Å
HOMO-LUMO gap   11.789 eV
SMILES   CC(C)[C@@]1([NH3+])CO1
LUMO   -3.6010 eV